[1]
Here is a 2-piece molecular cluster, C5H17N2O overall in a non-equilibrium geometry from the OMol25 dataset. Energies are from ωB97M-V with the def2-TZVPD basis set.

Values from the calculation:
- energy relative to the best compared isomer or geometry (same formula, charge and spin) (kcal per mole) = 41.0
- lowest unoccupied orbital energy (eV) = -2.86
- HOMO-LUMO gap (Eh) = 0.3887

Structure (ORCA input):
```
! RIJCOSX wB97M-V def2-TZVPD def2/J DEFGRID3
* xyz 1 1
O -1.705 2.426 -1.131
N 2.279 0.358 0.248
N -0.298 1.388 1.017
C 1.055 -1.835 -0.182
C -1.267 0.400 0.370
C 1.790 -0.638 -0.773
C -0.427 -1.889 -0.173
C -1.254 -1.111 0.830
H -0.625 2.363 0.876
H -0.805 -3.026 -0.206
H 1.364 -2.786 -0.621
H 1.214 -1.742 0.998
H 3.011 0.852 -0.230
H -2.600 2.188 -1.434
H -0.720 -1.200 1.788
H -1.281 2.615 -1.980
H 2.593 -0.065 1.097
H -2.207 0.824 0.694
H 0.586 1.287 0.449
H -2.318 -1.449 0.697
H 1.260 -0.060 -1.594
H -0.168 1.191 2.003
H 2.732 -1.048 -1.256
H -0.773 -1.743 -1.208
H -1.173 0.479 -0.717
*
```

[2]
Here is a 11-piece molecular cluster, C33H88O11 overall in a non-equilibrium geometry from the OMol25 dataset. Energies are from ωB97M-V with the def2-TZVPD basis set.

Values from the calculation:
- energy relative to the best compared isomer or geometry (same formula, charge and spin) (kcal per mole) = 30.0
- lowest unoccupied orbital energy (eV) = 0.33
- SMILES = CC(C)O.CC(C)O.CC(C)O.CC(C)O.CC(C)O.CC(C)O.CC(C)O.CC(C)O.CC(C)O.CC(C)O.CC(C)O
- HOMO-LUMO gap (Eh) = 0.3650

Structure (ORCA input):
```
! RIJCOSX wB97M-V def2-TZVPD def2/J DEFGRID3
* xyz 0 1
O -15.515 -22.534 17.594
O -18.925 -21.213 6.997
O -23.020 -16.551 11.830
O -17.146 -15.535 10.533
O -15.791 -17.162 12.415
O -19.094 -17.254 18.067
O -10.609 -18.828 16.099
O -10.546 -18.253 8.373
O -19.699 -23.226 15.637
O -14.264 -16.676 14.929
O -19.776 -23.221 8.956
C -12.828 -18.355 7.757
C -17.356 -18.954 18.382
C -20.735 -16.848 11.020
C -19.743 -21.956 14.961
C -17.686 -17.541 17.895
C -21.051 -20.123 7.431
C -14.579 -21.447 17.628
C -16.325 -16.785 8.612
C -12.170 -18.418 10.177
C -11.808 -18.828 8.757
C -17.402 -17.372 16.423
C -16.378 -18.390 12.829
C -11.576 -18.642 13.947
C -15.226 -14.519 14.322
C -18.238 -23.224 10.782
C -12.983 -15.291 13.384
C -17.414 -18.755 11.787
C -22.426 -15.491 9.745
C -11.229 -20.887 15.001
C -14.700 -20.737 16.299
C -19.017 -19.561 8.755
C -19.520 -19.991 7.393
C -18.780 -25.351 9.565
C -21.934 -15.923 11.120
C -14.995 -14.900 9.632
C -13.956 -15.305 14.576
C -18.345 -21.542 14.545
C -10.676 -19.481 14.823
C -19.300 -24.009 10.063
C -16.381 -15.444 9.326
C -13.180 -21.923 17.987
C -20.368 -20.917 15.880
C -15.329 -19.467 13.025
H -15.976 -17.594 9.259
H -12.379 -17.347 10.183
H -15.236 -23.188 18.241
H -20.416 -17.228 11.993
H -15.758 -20.471 13.016
H -17.936 -18.200 15.947
H -18.163 -17.966 11.726
H -19.503 -20.169 9.524
H -19.098 -21.859 7.699
H -17.761 -23.856 11.532
H -19.898 -16.302 10.575
H -11.027 -17.814 13.503
H -20.495 -23.699 8.530
H -21.456 -20.260 6.427
H -16.640 -16.073 11.160
H -13.448 -14.824 15.419
H -13.819 -18.749 8.012
H -17.140 -16.826 18.526
H -22.560 -16.361 9.103
H -12.478 -21.093 17.923
H -19.232 -18.507 8.947
H -11.545 -21.338 14.060
H -11.338 -18.633 10.851
H -14.793 -19.344 13.966
H -10.489 -21.549 15.457
H -16.341 -17.557 16.257
H -9.852 -18.644 8.912
H -15.226 -16.835 13.126
H -17.934 -19.665 8.828
H -11.718 -19.920 8.687
H -18.006 -25.202 8.808
H -17.881 -22.249 13.861
H -19.271 -19.231 6.649
H -17.896 -19.714 11.974
H -17.813 -19.678 17.705
H -17.743 -16.404 16.076
H -16.949 -18.249 13.757
H -14.216 -19.757 16.271
H -12.089 -20.807 15.661
H -21.668 -15.041 11.704
H -20.632 -19.990 15.366
H -12.617 -18.733 6.756
H -19.218 -23.083 16.460
H -18.654 -22.344 11.273
H -14.619 -19.392 12.196
H -12.880 -22.768 17.364
H -15.751 -20.597 16.050
H -18.412 -20.561 14.058
H -19.267 -17.163 19.008
H -17.290 -17.050 8.180
H -20.953 -17.717 10.390
H -16.932 -18.853 10.808
H -22.992 -17.496 11.653
H -12.482 -18.329 14.459
H -20.143 -24.208 10.737
H -14.441 -15.616 10.251
H -15.082 -13.996 10.244
H -13.187 -22.281 19.021
H -21.748 -14.769 9.285
H -11.948 -19.263 13.127
H -18.343 -25.932 10.378
H -19.676 -20.634 16.683
H -16.276 -19.103 18.278
H -14.249 -21.332 15.499
H -15.959 -14.684 15.115
H -13.140 -16.217 12.825
H -12.917 -17.269 7.742
H -16.939 -14.749 8.695
H -14.986 -13.457 14.271
H -20.397 -22.098 14.100
H -17.669 -19.106 19.411
H -11.942 -15.260 13.703
H -15.743 -14.770 13.390
H -23.388 -14.995 9.880
H -19.580 -25.947 9.120
H -14.884 -20.739 18.414
H -14.408 -14.625 8.755
H -13.047 -18.954 10.540
H -15.609 -16.746 7.781
H -17.733 -21.392 15.437
H -17.451 -22.921 10.087
H -9.667 -19.533 14.399
H -21.262 -21.309 16.365
H -13.658 -16.940 15.627
H -9.892 -19.213 16.611
H -21.506 -19.203 7.810
H -13.155 -14.458 12.701
H -21.313 -20.980 8.053
*
```

[3]
Here is C49H85Br2N2O4P2S2Si2V as an isolated structure in a non-equilibrium geometry from the OMol25 dataset. Energies are from ωB97M-V with the def2-TZVPD basis set.

Values from the calculation:
- energy relative to the best compared isomer or geometry (same formula, charge and spin) (kcal per mole) = 24.9
- lowest unoccupied orbital energy (alpha / beta) (eV) = 2.32 / 2.32
- HOMO-LUMO gap (alpha / beta) (Eh) = 0.2178 / 0.2501

Structure (ORCA input):
```
! RIJCOSX wB97M-V def2-TZVPD def2/J DEFGRID3
* xyz -1 4
Br 0.591 1.676 2.509
Br -2.636 -1.384 -1.798
V 0.025 -0.345 -0.740
S 0.448 -3.502 -2.092
S -1.190 1.597 -0.752
P 0.893 0.321 -2.791
P 1.795 2.856 -0.604
Si -4.657 -1.654 -2.921
Si 1.042 2.370 4.638
O -2.195 -1.588 2.399
O 1.599 -4.333 -2.398
O -0.832 -0.931 0.799
O -0.241 -2.981 -3.261
N 1.832 -0.644 -0.151
N 0.752 -2.289 -1.118
C 3.259 4.190 4.084
C 1.920 -1.923 -0.585
C -4.573 2.543 1.098
C 3.000 1.651 6.672
C -3.456 2.506 0.295
C 3.113 -2.647 -0.489
C 4.218 -2.028 0.073
C -0.714 2.318 5.497
C -4.802 1.514 2.003
C -1.626 3.396 4.905
C -0.627 2.525 7.012
C -3.882 -7.079 0.188
C -5.822 -1.784 -0.289
C -5.213 0.154 -3.473
C 2.885 -0.083 0.439
C -5.909 -2.478 -1.651
C -4.243 -2.822 -4.444
C 0.721 4.352 -0.777
C 1.601 5.002 5.729
C 3.335 3.719 0.015
C -2.454 -5.018 0.324
C 1.770 4.188 4.444
C -2.075 -6.546 -1.482
C -3.477 -2.065 -5.532
C -5.574 -3.952 -1.401
C 3.436 0.793 4.369
C -3.317 -3.963 -4.009
C -1.872 -0.788 1.509
C -3.900 0.476 2.079
C -0.258 0.004 -4.186
C 1.672 -0.214 5.732
C 1.327 2.072 -3.265
C 2.391 -0.554 -3.410
C -6.262 0.127 -4.593
C -1.449 -4.188 -0.151
C -1.414 0.981 5.233
C -0.768 -4.551 -1.294
C -5.789 0.959 -2.305
C -2.777 -6.201 -0.329
C -2.531 1.455 0.354
C -2.761 0.415 1.276
C -7.353 -2.390 -2.157
C -1.071 -5.725 -1.960
C 4.097 -0.731 0.565
C 1.056 4.922 3.304
C 2.344 1.118 5.393
C -5.507 -3.415 -5.073
C -4.003 0.956 -3.962
C 2.374 2.711 -2.369
H 3.874 3.773 4.877
H 1.319 4.481 2.347
H -5.250 -3.990 -5.962
H -1.178 0.560 -4.001
H 3.004 0.335 3.484
H -0.150 4.083 -1.367
H -6.206 -2.636 -5.363
H 4.142 0.084 4.802
H -1.249 4.399 5.089
H -6.241 -4.356 -0.638
H -5.093 0.979 -1.472
H -5.697 -4.555 -2.297
H 0.368 4.633 0.213
H -3.257 3.299 -0.411
H -0.185 3.485 7.262
H 3.230 -0.372 -2.737
H 2.257 1.909 7.422
H -2.566 -1.646 -5.118
H 3.604 2.534 6.479
H -4.072 -1.274 -5.979
H -5.952 1.989 -2.625
H 4.934 -0.232 1.028
H 3.320 3.731 1.102
H -3.296 1.101 -3.149
H 2.059 4.505 6.580
H -0.519 -5.961 -2.856
H -3.000 -4.724 1.208
H 2.169 -1.621 -3.407
H -0.032 1.744 7.479
H -4.695 -7.130 -0.538
H 3.595 5.214 3.910
H -4.044 -0.332 2.782
H -2.330 -7.454 -2.010
H 0.175 0.290 -5.146
H -6.455 -2.297 0.434
H 2.656 3.702 -2.745
H 0.990 -0.114 6.572
H -3.153 -4.641 -4.848
H -4.555 -4.057 -1.041
H -6.010 -4.084 -4.382
H 0.396 2.643 -3.216
H 1.357 5.969 3.294
H 1.128 -0.601 4.875
H -7.140 -0.443 -4.306
H -3.524 -8.092 0.365
H -1.443 0.742 4.174
H -3.193 -2.754 -6.326
H 3.992 1.672 4.062
H -2.446 1.039 5.576
H 3.164 -3.649 -0.882
H 2.649 -0.237 -4.421
H 3.274 2.088 -2.348
H 3.655 0.890 7.097
H -4.806 -1.804 0.091
H -0.471 -1.065 -4.180
H 4.215 3.165 -0.307
H -1.742 3.248 3.834
H 2.071 5.980 5.615
H -8.027 -2.882 -1.457
H -6.745 0.569 -1.969
H -7.461 -2.867 -3.126
H -6.580 1.145 -4.821
H 0.550 5.165 5.949
H -4.275 -6.687 1.124
H 1.673 2.061 -4.308
H -5.856 -0.305 -5.503
H 1.254 5.187 -1.232
H 2.430 -0.948 6.006
H -5.676 1.529 2.640
H -3.499 0.471 -4.789
H 3.430 3.624 3.173
H -3.720 -4.542 -3.187
H -2.615 3.327 5.356
H 3.400 4.744 -0.346
H -2.347 -3.577 -3.709
H -4.332 1.940 -4.297
H -1.624 2.488 7.449
H -0.939 0.160 5.755
H 2.744 0.925 0.803
H 5.167 -2.545 0.128
H -1.215 -3.262 0.355
H -5.266 3.371 1.024
H -0.021 4.878 3.403
H -6.143 -0.751 -0.337
H -7.669 -1.356 -2.251
*
```

[4]
Here is C14H28Cl14 as an isolated structure in a non-equilibrium geometry from the OMol25 dataset. Energies are from ωB97M-V with the def2-TZVPD basis set.

Values from the calculation:
- energy relative to the best compared isomer or geometry (same formula, charge and spin) (kcal per mole) = 551.9
- lowest unoccupied orbital energy (eV) = -0.12
- HOMO-LUMO gap (Eh) = 0.2795

Structure (ORCA input):
```
! RIJCOSX wB97M-V def2-TZVPD def2/J DEFGRID3
* xyz 0 1
Cl 0.123 2.695 4.462
Cl -1.801 -0.831 -0.020
Cl 1.245 -4.257 1.795
Cl 3.058 0.947 3.285
Cl 1.310 -0.103 -2.632
Cl -0.600 -2.710 -2.826
Cl 3.534 2.840 -0.814
Cl 2.432 1.298 1.025
Cl -0.562 2.519 -0.590
Cl 0.173 -0.165 -5.690
Cl 1.801 5.465 -2.513
Cl -0.545 -0.524 1.731
Cl -0.517 -0.187 5.026
Cl 0.919 -1.689 -1.638
C 1.146 4.196 -1.605
C -0.072 0.959 0.131
C -1.996 -3.022 -1.788
C 1.369 -3.065 -0.616
C 1.395 0.447 3.457
C 1.384 0.526 -0.080
C -2.717 -1.693 -1.264
C 0.367 1.534 3.161
C 0.065 1.043 -3.092
C -2.039 -0.503 4.123
C -1.732 -1.296 2.808
C -0.828 0.531 -4.281
C 1.978 2.910 -1.742
C 0.739 -2.911 0.717
H 2.215 2.859 -2.805
H 1.077 -2.035 1.271
H 1.416 2.004 -1.516
H -1.484 1.336 -4.613
H -0.174 1.017 1.215
H 0.512 2.055 2.215
H -3.650 -2.038 -0.818
H 1.461 -0.559 -0.017
H -2.592 -1.218 4.732
H -1.429 -0.310 -3.935
H 1.013 -3.918 -1.194
H -2.637 -1.349 2.203
H -1.609 -3.669 -1.002
H 0.534 2.018 -3.224
H -0.604 1.088 2.944
H 1.692 0.664 -1.116
H 0.079 4.134 -1.818
H -0.659 1.051 -2.277
H 2.439 -3.256 -0.532
H -1.494 -2.337 3.026
H 1.152 -0.429 2.857
H -2.704 -3.693 -2.276
H -0.832 0.282 -0.259
H -2.575 0.445 4.069
H 1.301 0.216 4.518
H -0.333 -2.877 0.524
H 1.199 4.605 -0.596
H -2.946 -1.046 -2.111
*
```

[5]
Here is a 2-piece molecular cluster, CH4NO4S2 overall in a non-equilibrium geometry from the OMol25 dataset. Energies are from ωB97M-V with the def2-TZVPD basis set.

Values from the calculation:
- energy relative to the best compared isomer or geometry (same formula, charge and spin) (kcal per mole) = 30.2
- lowest unoccupied orbital energy (alpha / beta) (eV) = 0.46 / 0.48
- HOMO-LUMO gap (alpha / beta) (Eh) = 0.1861 / 0.1866

Structure (ORCA input):
```
! RIJCOSX wB97M-V def2-TZVPD def2/J DEFGRID3
* xyz -1 1
S -1.407 -4.650 3.106
S -1.705 1.084 1.015
O -1.354 2.456 1.246
O -2.362 0.362 2.104
O -2.306 0.828 -0.261
O 0.054 -4.506 2.650
N -0.200 0.274 0.976
C -0.408 -1.129 1.066
H 0.555 0.681 1.627
H -1.265 -1.390 0.412
H 0.661 -1.579 0.762
H -0.838 -1.361 2.102
*
```